Record 1
C29H39N9O3Re as an isolated structure, computed with the ωB97M-V functional and the def2-TZVPD basis.

Geometry as XYZ:
```
81
Properties=species:S:1:pos:R:3:mulliken_charge:R:1
Re -0.2206 0.0680 -0.1853 0.32
C -1.9489 -3.0206 -2.1007 -1.03
C -1.9041 -1.6599 -2.8100 -0.82
C -2.6512 -0.5188 -2.1491 -1.34
N -2.0461 0.2268 -1.0102 0.03
C -2.8712 1.1970 -0.4633 1.36
C -4.1868 1.3671 -0.8635 -0.61
C -5.2031 2.2038 -0.3828 -0.82
C -5.1935 3.1145 0.6426 -0.71
C -4.0807 3.4979 1.3898 -0.84
C -2.7755 3.0895 1.2572 -0.36
C -2.1876 2.1036 0.4391 0.40
N -0.8720 1.9020 0.4464 0.57
C 0.0275 2.9827 0.8659 -1.31
C 1.3397 2.8471 0.1131 -0.44
C 1.1174 2.4601 -1.3443 -0.97
N 0.9196 0.9995 -1.4688 0.40
C 1.5842 0.2754 -2.4488 0.99
C 2.1133 0.8820 -3.5575 -0.48
C 2.8618 0.3562 -4.6291 -0.89
C 3.3899 -0.8893 -4.7808 -0.53
C 3.2782 -1.9525 -3.8711 -0.58
C 2.4864 -2.0641 -2.7636 -0.77
C 1.5491 -1.1493 -2.1991 1.07
N 0.6442 -1.5037 -1.3097 0.43
C 0.3847 -2.9481 -1.1193 -1.60
C -1.0793 -3.2054 -0.8584 -0.04
H -1.6451 -3.7763 -2.8308 0.48
H -2.9913 -3.2558 -1.8488 0.43
H -2.4036 -1.7876 -3.7736 0.58
H -0.8849 -1.3646 -3.0458 -0.06
H -3.6182 -0.9241 -1.8271 0.56
H -2.8669 0.2212 -2.9216 0.88
H -4.5095 0.7496 -1.6865 0.42
H -6.1518 2.0948 -0.8989 0.40
H -6.1333 3.6051 0.8715 0.40
H -4.2576 4.2445 2.1573 0.42
H -2.0748 3.5782 1.9218 0.50
H 0.2213 2.9441 1.9422 0.30
H -0.4287 3.9462 0.6311 0.62
H 1.9587 2.0800 0.5759 -0.28
H 1.8822 3.7927 0.1700 0.57
H 1.9903 2.7599 -1.9166 0.89
H 0.2477 2.9817 -1.7525 0.17
H 1.8735 1.9335 -3.6539 0.49
H 3.0810 1.0598 -5.4237 0.37
H 3.9878 -1.0626 -5.6673 0.40
H 3.8843 -2.8248 -4.0890 0.41
H 2.5848 -2.9988 -2.2279 0.46
H 0.9772 -3.3132 -0.2767 0.29
H 0.6826 -3.5128 -2.0024 0.79
H -1.3780 -2.5517 -0.0400 -0.18
H -1.1943 -4.2315 -0.4998 0.48
C 3.8747 0.7285 1.9308 -0.75
O 3.3307 -0.5360 2.3781 -0.56
C 2.2208 -0.9547 1.8087 0.46
O 1.7013 -0.3497 0.8561 -0.21
N 1.8414 -2.1209 2.3376 -0.28
N 0.7154 -2.7732 1.8792 -0.44
H 4.8377 0.8118 2.4181 0.35
H 3.2247 1.5407 2.2436 0.29
H 3.9938 0.7331 0.8520 0.26
H 2.3683 -2.4616 3.1230 0.26
H 0.0096 -2.7804 2.5994 0.24
H 0.9543 -3.7264 1.6471 0.39
C -1.4613 0.9649 5.1480 -0.88
N -2.0229 0.2255 4.0050 0.18
C -3.2857 -0.2684 4.0381 -0.24
C -3.8212 -0.9031 2.9824 -1.40
C -3.0161 -1.0133 1.8150 0.74
N -1.7679 -0.5349 1.7573 0.79
C -1.2300 0.0816 2.8653 -0.54
O -0.0845 0.5157 2.8740 -0.57
N -3.5206 -1.6124 0.7305 0.04
H -2.0926 0.7953 6.0163 0.36
H -1.4202 2.0293 4.9286 0.29
H -0.4550 0.6185 5.3501 0.30
H -3.8305 -0.1331 4.9637 0.43
H -4.8216 -1.3119 3.0190 0.49
H -4.4449 -2.0042 0.7466 0.23
H -2.9556 -1.7278 -0.0913 -0.47
```

Calculated values
E_LUMO (alpha / beta) = -6.52 / -6.19 eV
2S+1 = 2
HOMO level (alpha / beta) = -12.30 / -12.73 eV
gap between HOMO and LUMO (alpha / beta) = 5.783 / 6.532 eV
charge = +2
relative energy (zero: lowest compared OMol25 entry of this formula, charge and spin) = 23.2 kcal/mol
expectation value of S² = 0.84

Record 2
C29H40AlF3N5O10SSbSi3 as an isolated structure, computed with the ωB97M-V functional and the def2-TZVPD basis.

Geometry as XYZ:
```
93
Properties=species:S:1:pos:R:3:mulliken_charge:R:1
Al -1.1063 -0.3335 -0.4887 -0.24
C 1.1954 -0.9891 2.4446 -1.35
Sb 1.8888 0.4094 0.9199 0.07
C 1.0863 -0.4465 -0.9375 1.09
C 1.5535 0.5179 -1.9731 0.16
C 1.2320 0.3704 -3.3359 -0.46
C 1.7175 1.2729 -4.2581 -0.87
C 2.5242 2.3231 -3.8350 -0.91
C 2.7952 2.4113 -2.4856 -0.65
N 2.3281 1.5483 -1.5842 0.03
Si 2.1751 -1.9929 -1.2691 0.88
C 3.9600 -1.4601 -0.8727 -1.40
C 2.2367 -2.6001 -3.0628 -1.31
C 1.8657 -3.4829 -0.1303 -0.54
C 0.4756 2.1629 1.2602 2.89
C -0.0070 2.5647 -0.0866 -1.00
C 0.1812 3.8500 -0.6067 -1.06
C -0.2581 4.1740 -1.8717 -1.54
C -0.8725 3.2002 -2.6443 -1.40
C -1.0846 1.9710 -2.0731 -0.24
N -0.7029 1.6552 -0.8204 1.36
Si -1.0599 1.7439 2.2393 0.83
C -2.3718 3.0912 2.0520 -1.41
C -0.8831 1.3738 4.0775 -1.42
C -2.7315 -0.3024 2.1215 -1.75
Si 1.6582 3.3699 2.1558 0.45
C 2.4455 2.4942 3.6393 -1.17
C 3.1042 3.8826 1.0436 -1.05
C 0.6921 4.8585 2.8248 -1.12
H 1.8079 -1.8873 2.3617 0.49
H 0.1453 -1.2514 2.3604 0.12
H 1.3881 -0.5491 3.4223 0.64
H 0.5945 -0.4410 -3.6544 0.48
H 1.4683 1.1618 -5.3061 0.47
H 2.9247 3.0453 -4.5322 0.46
H 3.4157 3.2076 -2.0865 0.43
H 4.1354 -0.4199 -1.1512 0.33
H 4.6844 -2.0805 -1.4041 0.41
H 4.1598 -1.5573 0.1966 0.29
H 2.7357 -1.8727 -3.7036 0.37
H 1.2724 -2.8146 -3.5140 0.27
H 2.8194 -3.5237 -3.0995 0.47
H 1.2971 -3.2194 0.7597 -0.28
H 2.8232 -3.8830 0.2056 0.62
H 1.3428 -4.2879 -0.6487 0.19
H 0.6564 4.6009 0.0042 0.47
H -0.1232 5.1747 -2.2610 0.44
H -1.2054 3.3915 -3.6530 0.58
H -1.5991 1.1899 -2.6138 0.42
H -2.0594 4.0138 2.5445 0.42
H -3.3245 2.7978 2.4969 0.46
H -2.5646 3.3240 1.0049 0.32
H -0.6025 2.2807 4.6153 0.40
H -0.1447 0.6056 4.3005 0.34
H -1.8369 1.0365 4.4859 0.45
H -3.1860 -1.0124 1.4391 0.46
H -3.4805 0.4344 2.4153 0.41
H -2.3824 -0.8486 2.9921 0.33
H 3.1581 1.7375 3.3099 0.25
H 1.7052 2.0081 4.2747 0.37
H 2.9872 3.2122 4.2573 0.44
H 3.6200 2.9915 0.6818 0.20
H 3.8201 4.4833 1.6076 0.54
H 2.8005 4.4650 0.1742 0.32
H 0.0826 4.5618 3.6805 0.26
H 0.0251 5.3002 2.0837 0.32
H 1.3751 5.6389 3.1643 0.45
F -5.2517 -1.1996 -0.4188 -0.19
C -5.4075 0.1115 -0.6530 0.67
F -5.9765 0.2590 -1.8390 -0.22
F -6.2573 0.5833 0.2863 -0.26
S -3.7957 1.1115 -0.4224 0.53
O -1.6161 0.3405 1.4678 -0.03
O -3.9281 2.1481 -1.4363 -0.71
O -2.8608 -0.0308 -0.9163 -0.90
O -1.3529 -7.3915 -2.6656 -0.63
N -1.3847 -7.2089 -1.4642 1.06
O -1.3777 -8.0864 -0.6233 -0.63
C -1.4196 -5.8306 -0.9957 -1.00
C -1.3782 -5.5745 0.3659 -0.29
C -1.3715 -4.2787 0.8281 -0.12
C -1.3226 -3.1537 -0.0580 0.48
O -1.1719 -1.9614 0.3705 0.64
C -1.3670 -3.4889 -1.4542 -0.31
C -1.4295 -4.7994 -1.9043 -0.33
N -1.2503 -2.4904 -2.4419 0.71
O -1.1494 -2.7905 -3.6070 -0.64
O -1.1753 -1.2997 -2.1079 -0.34
N -1.2726 -4.1105 2.2698 1.03
O -1.6537 -3.0708 2.7645 -0.54
O -0.8167 -5.0441 2.9044 -0.64
H -1.3398 -6.3987 1.0626 0.69
H -1.4463 -4.9964 -2.9658 0.69
```

Calculated values
E_LUMO = -1.97 eV
HOMO level = -7.52 eV
gap between HOMO and LUMO = 5.552 eV
charge = 0
relative energy (zero: lowest compared OMol25 entry of this formula, charge and spin) = 0.0 kcal/mol

Record 3
C29H40AsClN4O2S3SiTa as an isolated structure, computed with the ωB97M-V functional and the def2-TZVPD basis.

Geometry as XYZ:
```
82
Properties=species:S:1:pos:R:3:mulliken_charge:R:1
Ta 0.4604 0.2090 0.1373 1.10
O 3.2962 2.6504 2.4396 -0.60
C 2.6323 2.6544 3.6297 0.66
C 3.2312 3.3917 4.6417 -0.67
C 2.6682 3.4209 5.8996 -0.48
C 1.4957 2.7105 6.1811 -0.77
C 0.8894 1.9964 5.1826 -0.94
C 1.4335 1.9671 3.8796 0.39
C 0.6784 1.2626 2.8709 1.04
O 1.1453 1.2213 1.5384 0.32
N -0.4181 0.6356 3.0363 -0.80
N -0.8608 -0.0112 1.8650 0.64
C -1.9202 -0.7743 2.1439 0.00
S -2.6159 -0.7528 3.6982 0.12
C -3.7407 -2.1456 3.4009 -0.62
C -4.1138 -2.1663 1.9337 -0.66
S -2.5931 -1.8540 0.9886 0.15
H 2.9778 1.9337 1.8964 0.20
H 4.1510 3.9155 4.4202 0.50
H 3.1520 3.9903 6.6824 0.42
H 1.0701 2.7294 7.1739 0.45
H -0.0261 1.4544 5.3773 0.49
H -4.6180 -1.9955 4.0289 0.46
H -3.2340 -3.0584 3.7106 0.35
H -4.8389 -1.3956 1.6773 0.33
H -4.4938 -3.1386 1.6239 0.45
C 2.4497 -5.0649 0.1200 -1.07
Si 1.1123 -5.3067 -1.1314 0.10
C 1.7839 -5.8188 -2.7716 -1.03
C -0.2082 -6.4445 -0.5229 -1.04
C 0.1686 -3.6453 -1.4980 0.11
C -0.7971 -3.6790 -2.5171 -0.27
C -1.5432 -2.5615 -2.8925 -1.67
C -1.3375 -1.3823 -2.2240 -0.65
N -0.4313 -1.3062 -1.2297 0.32
C 0.2914 -2.4074 -0.8970 0.68
S 1.4000 -1.9716 0.4334 -0.46
H 2.9682 -6.0228 0.2239 0.39
H 2.0658 -4.8022 1.1077 0.35
H 3.1994 -4.3296 -0.1793 0.35
H 2.3172 -6.7665 -2.6571 0.38
H 2.4924 -5.0934 -3.1773 0.34
H 0.9981 -5.9861 -3.5117 0.36
H 0.2139 -7.4408 -0.3664 0.38
H -1.0259 -6.5522 -1.2396 0.37
H -0.6251 -6.1126 0.4307 0.33
H -0.9732 -4.6118 -3.0431 0.41
H -2.2712 -2.6137 -3.6903 0.51
H -1.8875 -0.4849 -2.4663 0.60
Cl 4.6134 3.8824 -1.4618 -0.13
C 3.7175 2.4911 -1.8710 -0.31
C 3.9662 1.7783 -3.0361 -0.26
C 3.1953 0.6576 -3.3132 -0.92
C 2.2102 0.2756 -2.4317 -0.08
N 1.9730 0.9693 -1.2949 0.22
C 2.7170 2.0620 -1.0225 -0.39
H 4.7511 2.0992 -3.7098 0.52
H 3.3641 0.0790 -4.2109 0.51
H 1.6024 -0.5982 -2.6182 0.47
H 2.5057 2.6140 -0.1187 0.50
C 0.0462 4.2826 0.0493 -0.69
C -1.2947 3.5612 0.0608 -0.92
As -1.3363 1.9091 -0.9581 0.03
C -0.8405 2.4104 -2.7723 -0.19
C -1.5545 3.6382 -3.3325 -1.35
C -3.1942 1.3616 -0.8003 -0.31
C -4.1816 2.2000 -1.6074 -1.43
H -0.0335 5.2146 0.6078 0.52
H 0.3721 4.5374 -0.9604 0.25
H 0.8262 3.6937 0.5330 -0.18
H -2.0861 4.1731 -0.3724 0.59
H -1.6027 3.3022 1.0754 0.59
H -0.9707 1.5339 -3.4089 0.40
H 0.2346 2.5913 -2.7063 0.25
H -2.5974 3.4451 -3.5620 0.32
H -1.0624 3.9304 -4.2603 0.43
H -1.5018 4.4933 -2.6591 0.31
H -3.3825 1.4466 0.2730 0.49
H -3.2654 0.3053 -1.0502 0.32
H -4.0314 3.2714 -1.4834 0.33
H -5.1922 1.9762 -1.2656 0.43
H -4.1361 1.9662 -2.6696 0.36
```

Calculated values
E_LUMO = -10.32 eV
HOMO level = -15.58 eV
gap between HOMO and LUMO = 5.263 eV
charge = +3
relative energy (zero: lowest compared OMol25 entry of this formula, charge and spin) = 7.1 kcal/mol

Record 4
One molecule with the formula C29H40Br2NO8PS, computed with the ωB97M-V functional and the def2-TZVPD basis.

Geometry as XYZ:
```
82
Properties=species:S:1:pos:R:3:mulliken_charge:R:1
C -4.6628 0.9268 0.7835 -1.25
C -4.3761 -0.4053 1.4533 -0.03
O -3.6227 -1.3066 0.6109 -0.04
P -3.9968 -2.8621 0.8763 0.86
O -5.2063 -3.1784 0.1122 -0.87
C -2.6614 -3.9625 0.2733 -0.67
C -1.2855 -3.7060 0.9358 -0.06
C -0.0625 -4.1412 0.1009 -1.14
N 0.5431 -3.0567 -0.6685 0.28
C 1.7711 -2.5271 -0.2575 0.34
O 2.7898 -3.1294 0.0015 -0.63
C 1.5090 -1.0292 -0.2238 0.01
C 2.2486 0.0046 0.2741 0.70
C 3.5797 -0.3178 0.9387 -1.63
C 3.3635 -0.8432 2.3887 -0.95
C 2.3151 -0.0685 3.2159 -0.38
S 0.7176 -0.9730 3.3024 -0.24
C 1.7534 1.3174 0.1908 1.15
C 2.6402 2.4236 0.7500 -1.88
C 3.7531 2.7926 -0.2681 -0.78
O 3.1880 3.6087 -1.2874 -0.17
C 4.0147 3.6862 -2.4011 0.30
O 4.8066 4.5973 -2.4759 -0.61
C 3.9386 2.6723 -3.5405 -0.20
C 4.0358 1.1889 -3.1028 -0.98
C 0.5066 1.5746 -0.3736 0.92
C -0.0536 2.9518 -0.4038 -1.06
Br -0.9906 3.4412 1.2247 -0.09
C 0.0044 3.8265 -1.4038 -0.15
C 0.7035 3.5329 -2.6989 -1.18
Br -0.7828 5.5699 -1.2612 -0.11
C -0.2605 0.5091 -0.8712 1.04
C -1.6426 0.6549 -1.4672 -0.87
C -1.5544 1.4047 -2.8315 0.18
C -2.0089 0.5581 -4.0386 -1.02
O -0.5731 0.9452 -3.6986 -0.44
C 0.2713 -0.7361 -0.7925 1.08
C -0.2682 -2.0734 -1.2548 -0.74
O -1.1798 -2.2913 -2.0186 -0.55
O -4.3007 -3.1717 2.4371 -0.44
C -3.2598 -2.7794 3.3655 0.51
C -3.9111 -2.2503 4.6511 -1.31
H -5.2990 1.4937 1.4751 0.45
H -5.2427 0.8276 -0.1381 0.36
H -3.7498 1.5035 0.6168 0.11
H -5.3199 -0.8575 1.7776 0.45
H -3.7881 -0.2088 2.3600 0.05
H -3.0343 -4.9650 0.5092 0.43
H -2.6617 -3.8781 -0.8158 0.37
H -1.2783 -4.2693 1.8735 0.43
H -1.1923 -2.6424 1.1914 0.05
H 0.6941 -4.5116 0.7997 0.43
H -0.3325 -4.9990 -0.5266 0.27
H 4.2988 0.4960 0.8606 0.47
H 4.0112 -1.1560 0.3801 0.60
H 3.0480 -1.8876 2.3127 0.32
H 4.3248 -0.7525 2.9016 0.54
H 2.7180 0.0693 4.2238 0.45
H 2.0880 0.9303 2.8440 0.16
H -0.0320 -0.0638 3.9653 0.13
H 3.1816 2.1222 1.6482 0.56
H 2.0553 3.3084 1.0199 0.70
H 4.1743 1.8655 -0.6627 0.36
H 4.5235 3.3605 0.2713 0.38
H 4.7844 2.8846 -4.1959 0.41
H 3.0253 2.7760 -4.1343 0.26
H 3.3056 0.9815 -2.3110 0.07
H 3.7886 0.5216 -3.9305 0.42
H 5.0380 0.9979 -2.7092 0.36
H 0.0097 3.3925 -3.5290 0.56
H 1.3451 4.3925 -2.9221 0.67
H 1.3323 2.6525 -2.5971 -0.17
H -2.3124 1.2517 -0.8449 -0.65
H -2.0807 -0.2927 -1.7601 0.63
H -1.8109 2.4612 -2.8533 0.67
H -1.7413 -0.4906 -4.1026 0.35
H -2.2115 1.1974 -4.8929 0.36
H -2.6842 -1.9515 2.9270 -0.20
H -2.5603 -3.5993 3.5454 0.30
H -3.2847 -2.4345 5.5278 0.38
H -4.8788 -2.7338 4.8009 0.31
H -4.0448 -1.1702 4.5473 0.26
```

Calculated values
E_LUMO = -0.65 eV
HOMO level = -9.36 eV
SMILES = CCOP(=O)(CCCN1C(=O)c2c(CCCS)c(CCOC(=O)CC)c(/C(Br)=C(\C)Br)c(C[C@@H]3CO3)c2C1=O)OCC
gap between HOMO and LUMO = 8.713 eV
charge = 0

Record 5
A 12-piece molecular cluster, C29H40F6N13 overall, computed with the ωB97M-V functional and the def2-TZVPD basis.

Geometry as XYZ:
```
88
Properties=species:S:1:pos:R:3:mulliken_charge:R:1
C 5.9964 2.1205 -0.8938 -1.36
C 5.3003 2.7729 -2.0605 0.29
F 5.8458 2.4636 -3.2377 -0.31
N 3.8373 2.5487 -2.0724 0.31
C 3.1214 2.7988 -3.1982 -0.67
C 1.8513 2.5550 -2.8936 -0.53
N 1.8593 2.1662 -1.5802 0.20
C 0.6247 1.8615 -0.8821 0.36
F 0.7404 0.8495 -0.0616 -0.20
F -0.3010 1.5579 -1.7692 -0.36
C 0.1188 3.1493 -0.1008 0.93
F -0.2177 2.8111 1.1327 -0.25
F -0.8909 3.6889 -0.7215 -0.26
F 1.0804 4.0583 -0.0191 -0.28
C 3.0933 2.1437 -1.0807 -0.08
H 5.6429 2.5588 0.0370 0.47
H 5.8654 1.0455 -0.8866 0.34
H 7.0366 2.4111 -0.9733 0.39
H 5.4337 3.8468 -1.9353 0.36
H 3.5553 3.1232 -4.1184 0.52
H 1.0044 2.6724 -3.5330 0.62
H 3.3972 1.8773 -0.0817 0.47
C -0.9148 -1.3050 1.5881 0.31
C -1.6044 -2.2609 2.4519 0.07
N -2.1478 -3.0135 3.1336 -0.42
H -1.4765 -0.3724 1.5497 0.28
H 0.0812 -1.1072 1.9776 -0.04
H -0.8314 -1.7162 0.5858 -0.24
C -2.4714 -4.0485 -1.5949 -0.73
C -1.1861 -3.3588 -1.4975 0.47
N -0.1712 -2.8169 -1.4207 -0.48
H -3.2396 -3.4751 -1.0816 0.32
H -2.7547 -4.1609 -2.6350 0.08
H -2.3952 -5.0325 -1.1366 0.31
C 0.3477 5.2599 2.9910 -0.39
C 0.9865 5.3767 4.2979 0.27
N 1.5436 5.4715 5.3005 -0.45
H 1.0677 5.5062 2.2138 0.20
H 0.0001 4.2440 2.8490 0.04
H -0.4990 5.9404 2.9220 0.34
C 5.1245 5.2312 5.5250 -0.51
C 5.7407 4.8388 4.2585 0.32
N 6.2064 4.5307 3.2509 -0.38
H 5.4659 4.5772 6.3246 0.26
H 5.3905 6.2579 5.7668 0.27
H 4.0413 5.1580 5.4470 0.06
C 2.5258 -1.5466 -3.0330 -0.58
C 3.8006 -0.8572 -2.8813 0.42
N 4.8041 -0.3016 -2.7613 -0.42
H 1.7424 -0.9948 -2.5172 0.05
H 2.2718 -1.6207 -4.0886 0.18
H 2.5925 -2.5435 -2.6034 0.36
C -4.6282 -5.6366 -5.5738 -0.67
C -4.8649 -4.9667 -4.2940 0.43
N -5.0512 -4.4444 -3.2834 -0.47
H -4.6169 -4.9039 -6.3773 0.29
H -3.6712 -6.1537 -5.5470 0.30
H -5.4103 -6.3551 -5.7641 0.17
C -8.0718 -8.7297 -7.7779 -0.78
C -6.7909 -8.0336 -7.6839 0.41
N -5.7796 -7.4869 -7.6099 -0.44
H -8.8384 -8.1626 -7.2543 0.27
H -8.3561 -8.8356 -8.8226 0.28
H -7.9872 -9.7168 -7.3287 0.27
C -0.4816 -1.3428 -6.6104 -0.80
C 0.7998 -0.6599 -6.4407 0.41
N 1.8060 -0.1187 -6.3143 -0.41
H -1.2665 -0.7867 -6.1021 0.26
H -0.7220 -1.4132 -7.6690 0.31
H -0.4233 -2.3450 -6.1903 0.27
C -4.1726 -0.7493 5.0263 -0.64
C -4.4038 -0.0878 6.3087 0.30
N -4.5860 0.4339 7.3188 -0.37
H -4.1559 -0.0096 4.2280 0.25
H -3.2203 -1.2749 5.0480 0.17
H -4.9659 -1.4668 4.8298 0.29
C -2.1477 2.2215 9.1709 -0.63
C -1.0147 2.0715 10.0825 0.28
N -0.1173 1.9533 10.7942 -0.35
H -2.0245 3.1246 8.5764 0.26
H -2.2067 1.3620 8.5077 0.16
H -3.0737 2.2917 9.7366 0.27
C 1.7451 0.5016 4.1663 -0.66
C 2.6787 0.6342 3.0488 0.41
N 3.4489 0.7397 2.1987 -0.40
H 1.4007 1.4864 4.4766 0.21
H 0.8902 -0.1002 3.8680 0.11
H 2.2437 0.0192 5.0044 0.35
```

Calculated values
E_LUMO = -2.81 eV
HOMO level = -12.67 eV
gap between HOMO and LUMO = 9.860 eV
charge = +1

Across the entries above, F_max takes the values 0.0204 0.0348 0.0247 0.0750 0.0525 Eh/bohr, respectively.